DFT (ωB97M-V with the def2-TZVPD basis set) results for a structure of composition C19H14AuN2O8S2.

Calculated values
LUMO = -5.720 eV
Net charge = +1
Orbital gap = 7.019 eV
HOMO level = -12.739 eV
ΔE to the lowest compared entry with this formula, charge and spin = 1.86 kcal per mole
E_tot = -64644.628 eV

Atoms and positions in Å:
Au (-1.14578, 0.41351, 0.77824)
S (-3.88072, -0.08018, -0.66966)
S (-0.97390, -1.99512, -1.12027)
O (0.44908, -1.87306, -1.25015)
O (-1.60447, -3.25702, -1.25482)
O (-3.01912, 0.80046, 0.36237)
O (-4.03444, -1.40327, -0.18630)
O (5.24940, -4.40301, 1.51982)
O (3.34544, -5.52251, 1.64598)
O (-5.00817, 0.74997, -0.93302)
O (-1.39079, -1.45340, 0.29740)
N (-0.85082, 2.35129, 1.28314)
N (0.81929, 0.30209, 1.33866)
C (1.61436, -0.88693, 1.38578)
C (1.30424, 1.44508, 1.65435)
C (3.14611, -3.17165, 1.49288)
C (-3.22223, 0.83127, -3.10496)
C (3.65780, -2.02154, 0.90297)
C (-2.82851, -0.05124, -2.10852)
C (1.85246, -3.17505, 2.00478)
C (1.07610, -2.03454, 1.95117)
C (-2.46923, 0.96972, -4.26199)
C (0.86468, 3.91918, 1.78276)
C (-1.30939, 0.23316, -4.42084)
C (3.90607, -4.47283, 1.56041)
C (2.89146, -0.87037, 0.84249)
C (-1.65147, -0.79708, -2.26541)
C (-1.75718, 3.31718, 1.18634)
C (-0.89894, -0.63828, -3.42240)
C (-1.39019, 4.64247, 1.39378)
C (0.44305, 2.62641, 1.57865)
C (-0.07467, 4.94553, 1.68277)
H (-2.79448, 1.65146, -5.03593)
H (0.22923, 5.97254, 1.83243)
H (-2.14274, 5.41414, 1.32108)
H (2.32371, 1.52774, 2.01741)
H (1.46198, -4.09094, 2.42618)
H (0.00870, -1.21395, -3.53550)
H (4.63439, -2.01888, 0.43497)
H (-4.13815, 1.38841, -2.96917)
H (1.90046, 4.12272, 2.01622)
H (-0.72020, 0.32857, -5.32272)
H (0.06683, -2.04198, 2.33769)
H (-2.76518, 3.00800, 0.93914)
H (3.26262, 0.00473, 0.32446)
H (5.56333, -3.49278, 1.56728)

Forces on atoms 1 to 2 (eV/Å):
Au 0.09 0.05 0.03
S 0.03 0.17 0.14

Want to see where the charge sits? The Mulliken charges in e are:
1 Au 1.177
2 S 1.408
3 S 1.560
4 O -0.596
5 O -0.639
6 O -0.618
7 O -0.552
8 O -0.462
9 O -0.503
10 O -0.685
11 O -0.622
12 N -0.292
13 N -0.205
14 C 0.024
15 C 0.211
16 C 0.694
17 C -0.662
18 C -1.012
19 C 0.275
20 C -0.794
21 C -0.286
22 C -0.601
23 C -0.749
24 C -0.646
25 C 0.595
26 C -0.354
27 C 0.397
28 C -0.048
29 C -0.928
30 C -0.770
31 C 0.397
32 C -0.215
33 H 0.416
34 H 0.469
35 H 0.423
36 H 0.647
37 H 0.468
38 H 0.530
39 H 0.325
40 H 0.578
41 H 0.434
42 H 0.417
43 H 0.423
44 H 0.518
45 H 0.543
46 H 0.311